# 1
{"formula": "C27H33N4OS4SiTc", "method": "the ωB97M-V functional and the def2-TZVPD basis", "elements": ["Tc", "C", "Si", "C", "C", "C", "C", "C", "C", "N", "C", "S", "H", "H", "H", "H", "H", "H", "H", "H", "H", "H", "H", "H", "S", "C", "C", "C", "C", "C", "C", "S", "H", "H", "H", "H", "C", "C", "C", "N", "C", "S", "N", "C", "O", "C", "C", "C", "C", "C", "C", "H", "H", "H", "H", "H", "H", "H", "H", "H", "H", "H", "H", "H", "H", "C", "C", "N", "H", "H", "H"], "positions_angstrom": [[0.65, 1.42, 1.37], [-3.21, 1.15, -3.04], [-3.76, 2.47, -1.84], [-4.89, 1.78, -0.52], [-4.62, 3.86, -2.74], [-2.21, 3.22, -1.02], [-1.86, 4.55, -1.19], [-0.72, 5.10, -0.61], [0.09, 4.29, 0.15], [-0.23, 2.99, 0.33], [-1.34, 2.46, -0.23], [-1.46, 0.78, 0.20], [-4.08, 0.71, -3.54], [-2.66, 0.36, -2.53], [-2.56, 1.57, -3.81], [-5.86, 1.53, -0.95], [-5.06, 2.50, 0.28], [-4.47, 0.87, -0.07], [-5.55, 3.49, -3.18], [-4.01, 4.27, -3.55], [-4.89, 4.69, -2.07], [-2.49, 5.19, -1.79], [-0.45, 6.13, -0.75], [1.00, 4.63, 0.62], [2.53, 2.35, 2.21], [3.81, 1.99, 1.10], [5.12, 2.41, 1.38], [6.13, 2.12, 0.49], [5.85, 1.41, -0.69], [4.57, 1.01, -0.98], [3.53, 1.30, -0.08], [1.90, 0.86, -0.45], [5.32, 2.95, 2.29], [7.14, 2.43, 0.70], [6.65, 1.19, -1.38], [4.34, 0.48, -1.89], [0.26, -2.20, -2.56], [-0.24, -3.30, -1.63], [-0.94, -2.76, -0.39], [-0.08, -1.90, 0.44], [0.07, -1.94, 1.74], [0.65, -0.61, 2.68], [-0.24, -3.05, 2.47], [-0.14, -4.43, 2.16], [-0.86, -5.19, 2.75], [0.89, -4.86, 1.17], [2.08, -4.17, 1.00], [3.02, -4.63, 0.09], [2.76, -5.78, -0.65], [1.57, -6.48, -0.46], [0.64, -6.03, 0.46], [0.66, -2.62, -3.48], [1.06, -1.61, -2.10], [-0.54, -1.51, -2.83], [0.58, -3.95, -1.35], [-0.97, -3.92, -2.15], [-1.33, -3.57, 0.23], [-1.78, -2.13, -0.69], [0.25, -1.06, 0.00], [-0.53, -2.88, 3.42], [2.30, -3.28, 1.58], [3.95, -4.11, -0.04], [3.49, -6.15, -1.36], [1.38, -7.39, -1.02], [-0.28, -6.57, 0.63], [-1.93, 3.10, 4.99], [-1.13, 2.60, 3.88], [-0.51, 2.20, 3.00], [-1.96, 4.18, 4.95], [-1.48, 2.78, 5.93], [-2.94, 2.70, 4.91]], "lumo_energy_ev": [-4.7, -4.0], "de_lowest_kcal_mol": 0.0, "total_charge": 1, "multiplicity": 2, "homo_ev": [-10.61, -10.49]}

=====

# 2
{"formula": "C5H13NO3", "method": "the ωB97M-V functional and the def2-TZVPD basis", "elements": ["C", "N", "C", "O", "O", "C", "C", "C", "H", "H", "H", "H", "H", "H", "H", "H", "H", "H", "H", "H", "H", "O"], "positions_angstrom": [[0.38, -0.43, 1.23], [0.71, 0.05, -0.13], [0.50, 1.33, -0.63], [-0.08, 2.22, 0.25], [0.82, 1.68, -1.77], [-1.17, -0.17, 1.68], [-2.14, -0.95, 0.94], [-1.70, -2.39, 0.83], [1.07, -0.09, 2.11], [0.87, -1.52, 1.21], [1.30, -0.56, -0.68], [-0.01, 3.16, -0.02], [-1.16, -0.55, 2.87], [-1.29, 0.85, 1.72], [-2.39, -0.70, -0.24], [-3.13, -1.06, 1.48], [-0.85, -2.63, 1.47], [-1.37, -2.49, -0.21], [-2.57, -3.17, 1.16], [2.93, -1.23, -1.78], [2.14, 0.15, -1.97], [2.30, -0.76, -2.29]], "lumo_energy_ev": 0.5, "smiles": "CCCCNC(=O)O.O", "de_lowest_kcal_mol": 50.1, "total_charge": 0, "homo_ev": -9.84}

=====

# 3
{"formula": "C5H11N2", "method": "the ωB97M-V functional and the def2-TZVPD basis", "elements": ["C", "C", "C", "C", "C", "N", "N", "H", "H", "H", "H", "H", "H", "H", "H", "H", "H", "H"], "positions_angstrom": [[0.45, -1.15, -0.38], [-0.28, 0.71, 1.53], [-1.52, 0.60, 0.79], [-0.31, 0.58, 0.01], [0.35, 1.51, -0.98], [0.37, -2.04, 0.57], [0.98, -1.25, -1.57], [0.05, 1.60, 2.04], [0.03, -0.13, 2.04], [-2.17, -0.28, 0.90], [-2.11, 1.54, 0.84], [1.30, 1.63, -0.72], [-0.19, 2.51, -0.70], [0.21, 1.52, -2.12], [-0.11, -1.75, 1.34], [0.64, -2.99, 0.41], [0.99, -0.46, -2.07], [1.33, -2.15, -1.94]], "lumo_energy_ev": [-2.9, -8.6], "de_lowest_kcal_mol": 99.9, "total_charge": 1, "multiplicity": 3, "homo_ev": [-9.17, -14.59]}